[1]
ORCA calculation (ωB97M-V/def2-TZVPD) on a structure of composition C2H2CaFO at a distorted geometry.

ORCA input file:
```
! wB97M-V def2-TZVPD RIJCOSX def2/J DEFGRID3
* xyz 1 1
C -0.057 -0.861 -0.238
C 1.331 -0.949 -0.460
F -0.945 -1.721 -0.773
O 0.183 0.282 -0.996
H 1.682 -1.863 -0.938
H 2.235 -0.372 -0.256
Ca 0.086 1.173 1.014
*
```

* E_tot: -929.72349 Eh
* gap between HOMO and LUMO (spin up / spin down): 6.041 / 6.041 eV

[2]
ORCA calculation (ωB97M-V/def2-TZVPD) on the ion C7H13F2N2 with charge +1 at a distorted geometry.

ORCA input file:
```
! wB97M-V def2-TZVPD RIJCOSX def2/J DEFGRID3
* xyz 1 1
C -1.207 2.041 0.559
N -0.619 0.745 0.108
C 0.073 0.947 -1.213
C 1.261 -0.071 -1.145
C 0.878 -1.540 -0.928
N -0.065 -1.766 0.198
C 0.278 -1.070 1.486
C 0.455 0.418 1.040
C 1.894 0.411 0.097
F 2.515 1.636 -0.008
F 2.977 -0.339 0.479
H -1.300 2.220 1.572
H -0.850 3.006 0.170
H -2.218 1.926 0.147
H 0.447 2.048 -1.270
H -0.557 0.739 -1.988
H 1.805 -0.076 -1.991
H 0.528 -2.072 -1.721
H 1.773 -1.983 -0.758
H -1.075 -1.348 0.114
H -0.268 -2.746 0.230
H 1.160 -1.390 1.793
H -0.448 -1.084 2.171
H 0.649 1.134 1.965
*
```

* E_tot: -583.43586 Eh
* gap between HOMO and LUMO: 10.518 eV
* SMILES: CN1C[C@@H]2C[NH2+]C[C@H]1C2(F)F

[3]
ORCA calculation (ωB97M-V/def2-TZVPD) on the molecule CH4N2OS at a distorted geometry.

ORCA input file:
```
! wB97M-V def2-TZVPD RIJCOSX def2/J DEFGRID3
* xyz 0 1
C 0.778 -0.041 0.009
N -0.489 -1.289 -0.125
N 0.552 1.271 -0.055
O 3.122 0.499 -0.180
S 2.325 -0.666 0.064
H 0.196 -2.100 -0.029
H -0.578 -1.133 -1.109
H -0.552 1.400 -0.231
H 1.393 1.888 -0.025
*
```

* E_tot: -623.33511 Eh
* gap between HOMO and LUMO: 8.540 eV

[4]
ORCA calculation (ωB97M-V/def2-TZVPD) on a cluster of 2 separate species, C4H10N2 in total at a distorted geometry.

ORCA input file:
```
! wB97M-V def2-TZVPD RIJCOSX def2/J DEFGRID3
* xyz 0 1
C 3.747 -0.210 -1.124
N 3.110 0.369 -0.204
C 1.788 0.961 -0.542
H 4.829 -0.127 -1.099
H 3.259 -0.725 -1.983
H 1.283 1.041 0.449
H 1.886 2.029 -0.624
H 1.238 0.223 -1.110
C -3.547 -0.234 -0.077
N -3.191 0.037 1.101
C -1.908 -0.524 1.555
H -4.236 0.368 -0.647
H -3.347 -1.168 -0.631
H -1.600 -1.199 0.762
H -1.211 0.295 1.734
H -2.099 -1.136 2.441
*
```

* E_tot: -267.79172 Eh
* gap between HOMO and LUMO: 10.159 eV
* SMILES: C=NC.C=NC

[5]
ORCA calculation (ωB97M-V/def2-TZVPD) on a cluster of 2 separate species, C4H9O3 in total at a distorted geometry.

ORCA input file:
```
! wB97M-V def2-TZVPD RIJCOSX def2/J DEFGRID3
* xyz -1 1
C -1.510 0.958 1.076
C -2.359 1.096 -0.230
O -0.822 -0.319 0.829
H -0.703 1.826 0.991
H -1.999 0.919 2.053
H -3.112 0.259 -0.473
H -0.258 -0.129 0.032
H -1.621 0.976 -1.081
H -2.962 1.989 -0.410
C 2.431 -1.352 0.137
C 1.868 -0.760 -1.172
O 2.690 -0.672 -2.061
O 0.622 -0.418 -1.220
H 1.943 -1.063 1.137
H 3.536 -0.972 0.354
H 2.256 -2.339 0.037
*
```

* E_tot: -383.55207 Eh
* gap between HOMO and LUMO: 8.465 eV

[6]
ORCA calculation (ωB97M-V/def2-TZVPD) on a structure of composition C27H37LuN8O4 at a distorted geometry.

ORCA input file:
```
! wB97M-V def2-TZVPD RIJCOSX def2/J DEFGRID3
* xyz 0 1
Lu 0.266 0.014 0.451
O -0.575 -3.638 2.761
C -0.807 -3.037 3.947
C -0.768 -3.828 5.095
C -1.030 -3.278 6.333
C -1.336 -1.925 6.451
C -1.352 -1.130 5.323
C -1.082 -1.661 4.061
C -1.038 -0.788 2.864
O -0.964 -1.333 1.679
N -1.103 0.501 3.073
N -0.932 1.249 1.919
C -1.513 2.391 1.873
C -1.473 3.263 0.723
C -2.075 4.526 0.810
C -2.128 5.382 -0.266
C -1.580 4.971 -1.484
C -0.989 3.735 -1.606
C -0.898 2.844 -0.513
O -0.326 1.687 -0.663
H -0.654 -2.934 2.077
H -0.531 -4.879 4.985
H -0.992 -3.906 7.215
H -1.557 -1.502 7.422
H -1.571 -0.074 5.389
H -2.096 2.712 2.737
H -2.509 4.825 1.759
H -2.599 6.352 -0.174
H -1.626 5.631 -2.343
H -0.568 3.406 -2.549
C 3.772 0.372 -3.879
N 3.284 1.376 -2.949
C 4.121 2.569 -2.854
C 3.655 3.216 -1.560
N 3.147 2.073 -0.831
C 2.589 2.298 0.483
C 2.760 1.080 -1.696
N 2.021 0.099 -1.329
C 1.672 -0.988 -2.229
C 0.785 -2.005 -1.498
N -0.537 -1.439 -1.248
C -1.626 -1.937 -1.710
N -2.849 -1.375 -1.453
C -3.063 -0.318 -0.491
C -3.895 -2.354 -1.667
C -3.256 -3.248 -2.720
N -1.824 -3.074 -2.475
C -0.929 -3.472 -3.553
H 4.194 0.896 -4.735
H 2.970 -0.263 -4.241
H 4.556 -0.255 -3.439
H 3.972 3.203 -3.728
H 5.182 2.295 -2.799
H 2.863 3.955 -1.737
H 4.465 3.696 -1.012
H 3.369 2.702 1.129
H 2.254 1.345 0.898
H 1.755 3.008 0.451
H 2.559 -1.522 -2.586
H 1.111 -0.610 -3.094
H 1.241 -2.209 -0.518
H 0.762 -2.936 -2.060
H -2.232 0.383 -0.547
H -3.152 -0.699 0.531
H -3.979 0.209 -0.758
H -4.809 -1.871 -2.009
H -4.112 -2.906 -0.744
H -3.516 -2.912 -3.731
H -3.532 -4.297 -2.619
H -1.530 -3.889 -4.359
H -0.223 -4.240 -3.235
H -0.375 -2.619 -3.951
C 2.575 -0.583 2.669
O 1.799 -0.573 1.519
H 2.296 -1.408 3.337
H 2.470 0.347 3.247
H 3.642 -0.700 2.430
*
```

* E_tot: -3025.76635 Eh
* gap between HOMO and LUMO: 7.737 eV

[7]
ORCA calculation (ωB97M-V/def2-TZVPD) on a structure of composition C5H13INP at a distorted geometry.

ORCA input file:
```
! wB97M-V def2-TZVPD RIJCOSX def2/J DEFGRID3
* xyz 0 1
C 2.509 -0.844 0.344
C 2.366 0.587 -0.353
C 0.940 1.325 -0.071
P -0.470 0.445 -1.021
C -1.650 -0.528 0.083
C -3.095 0.124 0.207
N -3.888 -0.446 1.061
H 3.288 -0.752 1.163
H 1.512 -1.190 0.861
H 2.901 -1.628 -0.378
H 3.166 1.299 0.006
H 2.554 0.464 -1.466
H 1.065 2.363 -0.496
H 0.650 1.312 1.014
H -1.145 1.322 -1.926
H 0.205 -0.526 -1.834
H -1.150 -0.803 1.114
H -1.822 -1.514 -0.449
H -3.458 1.001 -0.396
H -4.791 0.048 1.061
I 0.314 -2.062 1.477
*
```

* E_tot: -891.87464 Eh
* gap between HOMO and LUMO: 6.294 eV

[8]
ORCA calculation (ωB97M-V/def2-TZVPD) on a structure of composition C22H43N2P3PbSe at a distorted geometry.

ORCA input file:
```
! wB97M-V def2-TZVPD RIJCOSX def2/J DEFGRID3
* xyz 4 1
Pb 0.378 -0.308 0.584
P -1.081 -2.555 1.486
P 2.161 -0.666 2.698
P 1.875 -2.006 -0.899
H -2.904 4.467 -6.830
C -2.858 3.517 -7.380
C -3.950 2.749 -7.545
H -4.926 3.041 -7.134
C -2.568 -2.152 2.441
C -0.240 -3.859 2.421
C -1.740 -3.282 -0.056
C 3.460 0.625 2.591
C 1.448 -0.467 4.372
C 3.092 -2.235 2.825
C 1.037 -1.884 -2.510
C 2.061 -3.748 -0.489
C 3.536 -1.348 -1.139
H -1.897 3.251 -7.842
H -3.920 1.825 -8.139
H -3.102 -1.316 1.977
H -2.314 -1.836 3.456
H -3.233 -3.019 2.498
H 0.084 -3.475 3.397
H 0.656 -4.216 1.901
H -0.924 -4.700 2.576
H -2.353 -2.540 -0.582
H -2.369 -4.145 0.189
H -0.951 -3.592 -0.754
H 4.112 0.610 3.475
H 2.981 1.610 2.510
H 4.068 0.497 1.686
H 2.180 -0.665 5.167
H 0.608 -1.163 4.499
H 1.047 0.546 4.495
H 3.776 -2.179 3.682
H 3.671 -2.427 1.913
H 2.406 -3.080 2.971
H 1.479 -2.613 -3.199
H 1.120 -0.875 -2.934
H -0.034 -2.093 -2.402
H 2.717 -4.190 -1.244
H 1.106 -4.282 -0.482
H 2.516 -3.875 0.499
H 4.136 -2.087 -1.679
H 4.014 -1.132 -0.176
H 3.503 -0.401 -1.689
C 0.813 1.992 -2.087
C -0.500 1.580 -2.416
C -1.082 1.981 -3.617
C -0.376 2.809 -4.498
C 0.932 3.227 -4.180
C 1.518 2.810 -2.998
Se 1.940 1.794 -0.591
H -1.069 -0.482 -0.682
H -1.109 0.961 -1.752
H -2.100 1.655 -3.867
H -0.843 3.133 -5.427
H 1.510 3.880 -4.835
H 2.526 3.136 -2.727
N -3.031 4.034 3.917
C -2.364 3.049 3.276
C -2.098 1.840 3.958
C -1.380 0.883 3.276
N -0.927 1.105 2.030
C -1.227 2.232 1.355
C -1.939 3.253 1.941
H -3.338 3.887 4.864
H -3.220 4.894 3.433
H -2.417 1.657 4.985
H -1.136 -0.092 3.705
H -0.825 2.277 0.331
H -2.123 4.181 1.400
*
```

* E_tot: -4590.30112 Eh
* gap between HOMO and LUMO (spin up / spin down): 2.357 / 2.043 eV

The records above yield ΔE to the lowest compared entry with this formula, charge and spin values of 118.0, 29.8, 77.9, 83.8, 34.2, 0.0, 129.7, 0.0 kcal/mol, respectively.